Record 1
{
  "formula": "C6H9NOS4",
  "method": "wB97M-V/def2-TZVPD",
  "elements": ["C", "C", "C", "C", "C", "C", "N", "O", "S", "S", "S", "S", "H", "H", "H", "H", "H", "H", "H", "H", "H"],
  "coordinates": [[0.19264, 2.15744, -0.74229], [0.99328, -0.77672, 0.62817], [-0.57175, -1.14935, 0.45924], [1.42754, 0.02748, -0.54465], [-2.17470, 0.34915, -0.61009], [-1.40314, 0.12630, 0.47271], [1.18463, 1.42257, -0.36689], [-0.07587, 3.30767, -0.81415], [-1.32525, 1.40056, 1.74558], [-2.63515, 0.97090, 3.06887], [-1.77141, -0.37206, -2.17234], [-3.36033, 1.61617, -0.69009], [1.11035, -0.20977, 1.54896], [1.48898, -1.74305, 0.74553], [-0.82045, -1.58427, -0.52112], [-1.04768, -1.56045, 1.41591], [2.49117, -0.16996, -0.84650], [0.91657, -0.20552, -1.43093], [1.96546, 1.96206, 0.20373], [-2.53010, 0.30760, -2.87413], [-4.06745, 1.22584, 0.29644]],
  "lowdin_charge": [-0.40, -0.16, -0.18, -0.23, -1.04, -0.73, 0.01, 0.08, 0.40, 0.17, 0.84, 0.79, 0.10, 0.11, 0.05, 0.14, 0.14, 0.07, 0.21, -0.20, -0.17],
  "de_lowest_ev": 2.171,
  "homo_energy_ha": [-0.3136, -0.2688],
  "e_lumo_ev": [0.10, -1.60],
  "total_charge": 0
}



Record 2
{
  "formula": "C6H9NS",
  "method": "wB97M-V/def2-TZVPD",
  "elements": ["C", "C", "C", "N", "C", "C", "C", "S", "H", "H", "H", "H", "H", "H", "H", "H", "H"],
  "coordinates": [[1.90845, 1.21668, 0.45820], [0.93327, 0.33422, 0.13096], [1.01641, -1.17039, -0.30034], [-0.25408, -1.84764, -0.22169], [-0.98386, -0.87241, 0.62720], [-1.87691, 0.40677, 0.69579], [-0.47810, 0.52916, 0.01472], [-0.88737, 0.54350, -1.81953], [1.68412, 2.24710, 0.84914], [2.82881, 0.71645, 0.58723], [1.32118, -1.13274, -1.40505], [1.86552, -1.59808, 0.30095], [-0.55040, -1.76053, -1.27273], [-0.48602, -0.84285, 1.63286], [-2.09249, 0.69104, 1.65948], [-2.65468, 0.62607, 0.06241], [-1.29386, 1.91365, -1.99959]],
  "lowdin_charge": [0.07, -0.38, -0.25, -0.04, -0.21, -0.04, -0.58, 0.76, 0.09, 0.04, 0.13, 0.13, 0.09, 0.15, 0.07, 0.04, -0.07],
  "smiles": "C=C1CN[C@@H]2C[C@@]12S",
  "de_lowest_ev": 5.573,
  "homo_energy_ha": -0.3149,
  "e_lumo_ev": 0.65,
  "total_charge": 0
}



Record 3
{
  "formula": "C6H9NS",
  "method": "wB97M-V/def2-TZVPD",
  "elements": ["C", "C", "C", "N", "C", "C", "S", "C", "H", "H", "H", "H", "H", "H", "H", "H", "H"],
  "coordinates": [[-1.15752, 2.57476, -0.08737], [-0.96231, 1.38350, -0.11511], [-0.73422, -0.06123, -0.10438], [-2.02804, -0.73743, -0.21924], [0.30028, -0.53268, -1.16320], [1.38555, -0.63994, -0.06440], [2.57368, 0.72434, -0.18703], [0.28309, -0.49248, 0.99321], [-1.28767, 3.64893, -0.08747], [-2.64430, -0.39631, 0.50730], [-1.89963, -1.71474, -0.03708], [0.51495, 0.13514, -2.00350], [0.03935, -1.51290, -1.55401], [1.91759, -1.57804, -0.06216], [3.23244, 0.43763, 0.96119], [0.47383, 0.21540, 1.82684], [-0.00706, -1.45394, 1.39644]],
  "lowdin_charge": [0.13, -0.09, -0.54, 0.08, -0.13, -0.64, 0.74, -0.13, 0.04, 0.08, 0.06, 0.11, 0.11, 0.09, -0.13, 0.12, 0.11],
  "smiles": "C#C[C@]1(N)C[C@H](S)C1",
  "de_lowest_ev": 2.558,
  "homo_energy_ha": -0.3284,
  "e_lumo_ev": 0.80,
  "total_charge": 0
}